No. 1
10 unconnected molecules or ions with the total composition C32H76Cl8O12 in a non-equilibrium geometry. Source: OMol25; level of theory: wB97M-V/def2-TZVPD.

Output
largest force on an atom: 2.9 eV/Å
E_tot: -159154.2486 eV
ΔE to the lowest compared entry with this formula, charge and spin: 290.5 kJ/mol
LUMO energy: 0.339 eV

Last column: Mulliken charge in e.
Cartesian coordinates (Å):
C -0.184 -7.138 6.413  -0.78
O 0.149 -5.840 6.946  -0.31
C -0.661 -5.455 8.057  -0.50
C -0.676 -3.902 8.023  -0.52
O -1.681 -3.467 7.187  -0.31
C -2.280 -2.220 7.609  -0.80
H 0.340 -7.209 5.459  0.27
H -1.227 -7.271 6.126  0.33
H 0.120 -8.018 6.979  0.30
H -0.192 -5.865 8.952  0.35
H -1.681 -5.825 7.951  0.33
H 0.343 -3.581 7.809  0.30
H -0.887 -3.431 8.984  0.43
H -2.958 -2.443 8.433  0.32
H -2.714 -1.800 6.701  0.26
H -1.618 -1.423 7.949  0.34
C 7.923 3.522 -0.227  -0.76
O 7.954 4.428 -1.334  -0.30
C 8.624 5.656 -0.922  -0.53
C 9.170 6.340 -2.232  -0.47
O 10.364 5.632 -2.635  -0.30
C 11.281 6.480 -3.354  -0.79
H 8.781 2.956 0.136  0.29
H 7.147 2.784 -0.431  0.27
H 7.550 4.115 0.608  0.32
H 9.345 5.552 -0.110  0.37
H 7.915 6.397 -0.553  0.35
H 9.638 7.312 -2.079  0.35
H 8.383 6.435 -2.981  0.29
H 11.561 7.409 -2.857  0.33
H 10.777 6.829 -4.256  0.33
H 12.163 5.902 -3.628  0.25
C 5.290 -11.231 2.306  -0.72
O 4.644 -10.770 1.152  -0.29
C 4.109 -11.744 0.217  -0.40
C 3.435 -11.172 -1.010  -0.57
O 2.263 -10.476 -0.711  -0.34
C 2.449 -9.116 -0.460  -0.65
H 4.504 -11.421 3.036  0.29
H 5.999 -10.541 2.762  0.24
H 5.838 -12.161 2.154  0.29
H 3.372 -12.471 0.560  0.30
H 5.001 -12.335 0.006  0.39
H 3.162 -11.952 -1.720  0.33
H 4.109 -10.512 -1.557  0.36
H 1.488 -8.705 -0.152  0.25
H 2.791 -8.591 -1.352  0.28
H 3.238 -8.879 0.253  0.26
C -4.282 -9.298 -4.305  -0.74
O -4.221 -7.925 -3.998  -0.34
C -5.235 -7.482 -3.062  -0.60
C -6.653 -7.735 -3.410  -0.48
O -6.999 -7.069 -4.619  -0.28
C -8.346 -7.294 -5.082  -0.80
H -5.075 -9.397 -5.046  0.26
H -4.527 -9.957 -3.473  0.31
H -3.425 -9.802 -4.752  0.28
H -4.971 -6.469 -2.759  0.36
H -5.259 -7.968 -2.087  0.37
H -7.259 -7.353 -2.588  0.40
H -6.975 -8.771 -3.511  0.35
H -8.532 -8.358 -5.221  0.32
H -8.559 -6.834 -6.047  0.26
H -9.130 -7.002 -4.383  0.31
C -1.601 6.305 -5.080  -0.59
O -0.327 6.902 -5.020  -0.38
C -0.219 8.215 -4.584  -0.58
C -0.641 8.441 -3.054  -0.62
O -2.042 8.477 -2.873  -0.31
C -2.218 8.503 -1.499  -0.80
H -1.384 5.238 -5.123  0.23
H -2.038 6.629 -6.024  0.25
H -2.272 6.442 -4.232  0.26
H -0.884 8.799 -5.219  0.33
H 0.708 8.740 -4.814  0.38
H -0.350 9.421 -2.678  0.47
H -0.095 7.807 -2.355  0.40
H -1.746 9.306 -0.933  0.32
H -1.782 7.611 -1.051  0.33
H -3.245 8.473 -1.134  0.30
C -1.211 6.190 6.340  -0.73
O -1.316 7.589 6.080  -0.34
C -0.236 8.458 6.209  -0.56
C -0.059 8.923 7.629  -0.37
O -1.169 9.699 8.000  -0.33
C -1.408 9.807 9.422  -0.69
H -0.610 5.659 5.602  0.30
H -2.124 5.636 6.560  0.28
H -0.671 6.077 7.281  0.27
H -0.314 9.332 5.563  0.30
H 0.629 7.932 5.806  0.40
H 0.848 9.523 7.715  0.33
H -0.014 8.054 8.284  0.29
H -1.536 8.767 9.724  0.32
H -2.316 10.368 9.643  0.24
H -0.566 10.288 9.921  0.27
Cl -9.489 4.464 0.236  -0.17
C -7.913 4.407 1.029  -0.37
C -8.216 4.950 2.531  -0.49
Cl -8.629 6.711 2.491  -0.17
H -7.283 5.170 0.571  0.26
H -7.420 3.436 0.980  0.31
H -7.470 4.679 3.278  0.34
H -9.170 4.505 2.817  0.28
Cl -3.250 -1.140 0.640  -0.19
C -1.466 -1.469 0.506  -0.38
C -0.864 -0.524 -0.551  -0.49
Cl -1.138 1.238 -0.303  -0.18
H -1.235 -2.522 0.345  0.32
H -1.000 -1.259 1.469  0.28
H -1.308 -0.780 -1.513  0.29
H 0.184 -0.658 -0.817  0.35
Cl -4.577 -0.338 -6.142  -0.18
C -4.189 -1.983 -6.582  -0.35
C -3.712 -2.118 -8.026  -0.46
Cl -2.007 -1.598 -8.306  -0.19
H -5.110 -2.562 -6.526  0.24
H -3.542 -2.421 -5.822  0.33
H -4.388 -1.567 -8.679  0.33
H -3.657 -3.168 -8.313  0.28
Cl 6.075 2.084 -8.619  -0.18
C 6.083 2.316 -6.865  -0.47
C 4.918 1.542 -6.237  -0.40
Cl 5.154 -0.259 -6.319  -0.18
H 6.004 3.403 -6.883  0.27
H 7.024 2.047 -6.387  0.34
H 4.016 1.854 -6.763  0.31
H 4.770 1.875 -5.209  0.31

---

No. 2
6 unconnected molecules or ions with the total composition C32H76ClNO14S in a non-equilibrium geometry. Source: OMol25; level of theory: wB97M-V/def2-TZVPD.

Output
largest force on an atom: 1.1 eV/Å
E_tot: -87921.4680 eV
ΔE to the lowest compared entry with this formula, charge and spin: 0.0 kJ/mol
LUMO energy: 0.357 eV

Last column: Mulliken charge in e.
Cartesian coordinates (Å):
C -3.879 -5.630 2.117  -1.10
C -3.071 -4.486 1.495  -0.21
C -3.867 -3.184 1.333  -0.25
O -3.137 -2.046 1.752  -0.42
C -3.152 -0.947 0.868  -1.59
C -1.839 -0.741 0.074  2.68
C -0.885 0.101 0.940  -2.15
C 0.472 0.536 0.340  -0.08
C 1.587 0.657 1.406  -1.21
C 2.427 -0.619 1.589  -0.75
S 3.406 -0.894 0.128  1.13
O 3.963 0.348 -0.308  -0.48
O 2.705 -1.675 -0.843  -0.56
Cl 4.954 -2.045 0.802  -0.29
C -2.241 0.053 -1.196  -1.29
N -2.949 -0.792 -2.179  -0.22
C -2.081 -1.224 -3.270  -0.97
O -1.325 -1.976 -0.403  -0.46
C -0.538 -2.781 0.453  -0.82
H -4.334 -6.257 1.357  0.34
H -3.261 -6.236 2.768  0.11
H -4.686 -5.238 2.734  0.35
H -2.167 -4.302 2.062  0.24
H -2.754 -4.799 0.501  0.19
H -4.190 -3.090 0.298  0.11
H -4.768 -3.263 1.945  0.46
H -3.998 -0.997 0.185  0.57
H -3.306 -0.052 1.470  0.48
H -0.708 -0.386 1.900  0.55
H -1.435 1.008 1.185  0.66
H 0.345 1.528 -0.090  -0.06
H 0.747 -0.110 -0.484  0.58
H 2.267 1.450 1.113  0.40
H 1.175 0.948 2.366  0.52
H 1.791 -1.464 1.810  0.32
H 3.139 -0.534 2.408  0.60
H -1.370 0.466 -1.693  0.27
H -2.907 0.848 -0.861  0.22
H -3.320 -1.597 -1.702  0.30
H -1.302 -1.900 -2.920  0.28
H -2.683 -1.723 -4.026  0.38
H -1.624 -0.366 -3.756  0.29
H 0.508 -2.586 0.264  0.09
H -0.721 -3.815 0.169  0.36
H -0.808 -2.680 1.498  0.37
C 3.953 2.409 4.270  -0.86
O 2.540 2.416 4.172  -0.12
C 1.893 2.812 5.373  -0.54
C 1.419 4.244 5.303  -0.53
O 2.504 5.153 5.233  -0.39
C 2.742 5.648 3.927  -0.66
H 4.351 2.285 3.263  0.19
H 4.332 3.343 4.689  0.41
H 4.293 1.571 4.890  0.29
H 2.559 2.675 6.229  0.36
H 1.026 2.158 5.511  0.38
H 0.855 4.474 6.213  0.41
H 0.750 4.377 4.448  0.26
H 1.955 6.349 3.629  0.35
H 2.802 4.840 3.194  0.20
H 3.692 6.179 3.947  0.29
C 3.716 5.612 -0.902  -0.62
O 3.123 5.121 -2.088  -0.48
C 2.882 3.719 -2.062  -0.17
C 1.432 3.414 -1.769  -0.40
O 1.085 3.797 -0.443  -0.12
C 0.408 5.037 -0.353  -0.93
H 3.689 6.700 -0.947  0.26
H 3.176 5.280 -0.012  0.19
H 4.761 5.289 -0.830  0.30
H 3.521 3.233 -1.318  0.25
H 3.157 3.324 -3.043  0.24
H 1.273 2.333 -1.842  0.21
H 0.786 3.904 -2.503  0.41
H -0.616 4.956 -0.725  0.31
H 0.933 5.820 -0.906  0.38
H 0.374 5.311 0.700  0.18
C 4.511 0.544 -3.947  -0.52
O 5.059 1.850 -3.935  -0.26
C 6.378 1.902 -3.419  -0.34
C 7.404 2.050 -4.519  -0.68
O 7.459 0.900 -5.346  -0.37
C 6.776 1.056 -6.576  -0.67
H 3.606 0.536 -4.552  0.27
H 5.216 -0.177 -4.368  0.44
H 4.258 0.228 -2.929  -0.04
H 6.591 1.012 -2.820  0.32
H 6.438 2.775 -2.761  0.34
H 8.392 2.175 -4.066  0.38
H 7.188 2.942 -5.115  0.34
H 7.325 1.732 -7.241  0.33
H 5.763 1.438 -6.427  0.27
H 6.719 0.076 -7.045  0.24
C -4.014 2.079 -4.392  -0.68
O -4.286 3.405 -4.816  -0.40
C -3.632 3.756 -6.024  -0.51
C -4.572 3.703 -7.206  -0.48
O -5.001 2.380 -7.480  -0.38
C -6.303 2.098 -7.003  -0.73
H -4.697 1.841 -3.580  0.30
H -4.165 1.361 -5.201  0.34
H -2.987 1.994 -4.020  0.26
H -2.772 3.103 -6.201  0.31
H -3.262 4.780 -5.912  0.39
H -4.045 4.067 -8.094  0.37
H -5.431 4.358 -7.031  0.32
H -7.057 2.615 -7.608  0.33
H -6.420 2.386 -5.956  0.31
H -6.459 1.025 -7.095  0.25
C -1.767 -8.095 4.901  -0.87
O -3.015 -7.430 4.990  -0.25
C -4.076 -8.283 5.389  -0.49
C -4.429 -8.095 6.846  -0.59
O -3.379 -8.517 7.700  -0.37
C -2.609 -7.449 8.218  -0.68
H -0.999 -7.333 4.777  0.23
H -1.554 -8.673 5.803  0.43
H -1.746 -8.761 4.031  0.31
H -3.824 -9.329 5.193  0.37
H -4.948 -8.025 4.778  0.35
H -5.306 -8.707 7.078  0.38
H -4.685 -7.049 7.038  0.33
H -3.179 -6.888 8.967  0.32
H -2.282 -6.768 7.429  0.28
H -1.733 -7.881 8.699  0.24

---

Number 1: E_HOMO -9.45 eV, gap between HOMO and LUMO 9.79 eV. Number 2: E_HOMO -8.49 eV, gap between HOMO and LUMO 8.84 eV.